Below is a molecular structure, C16H30IN4O4ReS3Si4, with properties calculated with the ωB97M-V functional and the def2-TZVPD basis.

Properties
2S+1: 4
highest occupied orbital energy (spin up / spin down): -3.591 / -4.247 eV
LUMO level (spin up / spin down): 1.90 / 1.90 eV
net charge: -1

Structure (XYZ):
```
63
C16H30IN4O4ReS3Si4, DFT the ωB97M-V functional and the def2-TZVPD basis
Re 1.17 -1.17 1.98
S 3.31 -2.17 3.20
C 3.47 -0.99 4.45
C 4.39 -1.32 5.48
N 5.16 -1.62 6.29
C 2.83 0.22 4.48
S 1.77 0.81 3.20
C 3.05 1.14 5.54
N 3.19 1.90 6.39
O -0.23 -0.96 -0.43
S 0.99 -1.96 -0.33
O 1.17 -2.55 -1.62
O 0.62 -2.90 0.73
O 2.14 -1.12 0.10
I -1.93 -4.41 6.11
C -1.11 -2.81 5.08
C -1.19 -1.48 5.43
N -0.54 -0.80 4.47
N -0.02 -1.62 3.54
C -0.38 -2.86 3.90
H -1.66 -0.99 6.27
H -0.23 0.17 4.44
H -0.10 -3.71 3.30
C 2.60 0.00 -3.36
Si 0.75 -0.34 -3.66
C 0.12 1.01 -4.87
C 0.58 -1.95 -4.64
Si -0.44 0.23 -1.69
Si -2.77 -0.10 -1.49
C -3.85 1.09 -2.52
C -3.29 0.04 0.33
C -3.18 -1.87 -2.03
Si 0.26 2.30 -0.72
C -0.22 3.72 -1.90
C 2.11 2.47 -0.37
C -0.74 2.57 0.86
H 3.21 -0.33 -4.20
H 2.92 -0.54 -2.48
H 2.79 1.06 -3.20
H 0.65 0.95 -5.82
H 0.26 2.01 -4.47
H -0.94 0.88 -5.07
H 1.27 -1.96 -5.48
H -0.43 -2.08 -5.04
H 0.81 -2.80 -4.00
H -3.72 2.13 -2.20
H -4.91 0.85 -2.44
H -3.57 1.04 -3.58
H -3.42 1.08 0.64
H -2.50 -0.39 0.95
H -4.21 -0.50 0.54
H -3.07 -2.01 -3.11
H -4.19 -2.18 -1.75
H -2.47 -2.56 -1.55
H 0.40 3.72 -2.80
H -0.08 4.68 -1.40
H -1.26 3.65 -2.21
H 2.68 2.70 -1.28
H 2.49 1.54 0.04
H 2.31 3.25 0.37
H -1.78 2.83 0.64
H -0.31 3.35 1.49
H -0.74 1.65 1.45
```

***

Below is C16H30N2 in the gas phase, with properties calculated with the ωB97M-V functional and the def2-TZVPD basis.

Properties
highest occupied orbital energy: -8.596 eV
LUMO level: 0.81 eV
structure (SMILES): NCCCCCNC[C@]12C[C@H]3C[C@H](C[C@H](C3)C1)C2
net charge: 0

Structure (XYZ):
```
48
C16H30N2, DFT the ωB97M-V functional and the def2-TZVPD basis
N 2.35 -5.07 -0.15
H 1.80 -5.38 -0.94
H 1.70 -4.82 0.59
C 3.15 -3.91 -0.51
C 4.03 -3.47 0.66
C 3.29 -2.92 1.87
C 2.49 -1.64 1.60
C 0.99 -1.90 1.38
N 0.17 -0.71 1.19
H 0.30 -0.09 1.98
C 0.40 0.00 -0.05
H 0.38 -0.74 -0.85
C -0.69 1.05 -0.32
C -0.64 2.18 0.72
C -1.72 3.22 0.41
C -1.49 3.81 -0.97
C -1.55 2.69 -2.01
C -2.93 2.02 -1.96
C -3.15 1.43 -0.57
C -2.07 0.39 -0.28
H -2.23 -0.05 0.71
H -2.12 -0.41 -1.02
C -3.09 2.55 0.47
H -3.27 2.14 1.46
H -3.87 3.29 0.27
H -4.14 0.95 -0.54
H -3.70 2.76 -2.19
H -2.98 1.23 -2.72
C -0.47 1.65 -1.71
H 0.52 2.12 -1.76
H -0.50 0.86 -2.46
H -1.38 3.11 -3.01
H -0.52 4.30 -1.01
H -2.25 4.56 -1.19
H -1.67 4.01 1.16
H 0.34 2.65 0.70
H -0.81 1.77 1.72
H 1.38 0.50 -0.09
H 0.59 -2.42 2.26
H 0.83 -2.54 0.51
H 2.90 -1.13 0.72
H 2.58 -0.96 2.45
H 4.04 -2.70 2.64
H 2.63 -3.68 2.28
H 4.73 -2.71 0.29
H 4.62 -4.34 0.97
H 3.79 -4.21 -1.34
H 2.54 -3.05 -0.85
```

***

Below is a molecular structure, C16H30N2O12, with properties calculated with the ωB97M-V functional and the def2-TZVPD basis.

Properties
highest occupied orbital energy: -9.371 eV
LUMO level: 0.49 eV
net charge: 0

Structure (XYZ):
```
60
C16H30N2O12, DFT the ωB97M-V functional and the def2-TZVPD basis
C -0.25 0.55 0.21
C 0.79 -0.50 0.00
N 1.56 -1.33 -0.17
H -1.08 0.55 -0.49
H 0.28 1.51 0.14
H -0.74 0.43 1.17
C 0.97 -1.57 -2.38
C 0.02 -1.00 -3.35
N -0.73 -0.52 -4.10
H 1.88 -0.96 -2.34
H 1.17 -2.61 -2.63
H 0.40 -1.48 -1.46
C -2.34 2.24 0.76
O -3.26 1.47 0.06
C -2.96 0.19 -0.28
O -1.98 -0.43 0.08
O -3.97 -0.25 -1.00
C -4.00 -1.59 -1.31
H -2.63 3.24 0.45
H -1.31 2.27 0.41
H -2.38 2.13 1.85
H -3.17 -1.86 -1.98
H -4.87 -2.04 -1.78
H -3.98 -2.31 -0.50
C -0.61 -2.70 -0.29
O -0.70 -3.58 0.77
C 0.42 -4.20 1.17
O 1.58 -4.16 0.76
O 0.03 -4.94 2.22
C 0.95 -5.79 2.94
H -1.40 -1.95 -0.27
H -0.60 -3.19 -1.26
H 0.33 -2.14 -0.20
H 0.97 -6.82 2.60
H 0.90 -5.77 4.03
H 2.02 -5.62 2.84
C 3.43 3.31 0.25
O 2.22 2.77 0.75
C 2.27 1.77 1.63
O 3.33 1.24 2.00
O 1.02 1.47 1.90
C 0.74 0.47 2.88
H 3.18 4.28 -0.19
H 3.91 2.54 -0.34
H 4.18 3.53 1.01
H 1.24 0.67 3.82
H 1.15 -0.46 2.49
H -0.34 0.40 3.05
C 0.09 0.96 -2.97
O 0.75 1.97 -2.18
C 0.02 2.78 -1.31
O -1.20 2.82 -1.16
O 0.96 3.51 -0.71
C 0.54 4.42 0.31
H -0.44 1.43 -3.80
H -0.66 0.37 -2.43
H 0.87 0.35 -3.42
H -0.35 5.01 0.07
H 1.28 5.20 0.43
H 0.47 3.95 1.28
```

***

Below is a molecular structure, C16H31AsNO4PdSi3, with properties calculated with the ωB97M-V functional and the def2-TZVPD basis.

Properties
2S+1: 3
highest occupied orbital energy (spin up / spin down): -11.090 / -12.316 eV
LUMO level (spin up / spin down): -3.51 / -5.19 eV
net charge: +1

Structure (XYZ):
```
57
C16H31AsNO4PdSi3, DFT the ωB97M-V functional and the def2-TZVPD basis
Pd -0.27 -1.43 0.09
O -1.90 -4.55 2.63
C -1.55 -3.59 1.79
O -0.41 -3.17 1.69
C -2.67 -3.08 0.95
C -3.97 -3.53 0.98
C -4.88 -2.94 0.11
C -4.47 -1.95 -0.76
C -3.13 -1.56 -0.74
N -2.28 -2.11 0.11
C -2.55 -0.50 -1.67
O -3.32 0.13 -2.37
O -1.27 -0.38 -1.63
H -1.11 -4.84 3.13
H -4.26 -4.32 1.67
H -5.92 -3.27 0.11
H -5.13 -1.47 -1.46
C 3.21 -1.51 0.98
Si 2.46 0.11 1.52
C 3.73 1.48 1.63
C 1.48 -0.08 3.09
As 0.92 0.75 -0.19
Si 1.73 0.58 -2.44
C 3.49 1.19 -2.35
C 1.63 -1.24 -2.83
C 0.66 1.63 -3.52
Si -0.70 2.37 0.48
C -1.50 3.06 -1.04
C -1.90 1.44 1.57
C 0.25 3.65 1.45
H 3.98 -1.81 1.69
H 3.69 -1.43 -0.01
H 2.47 -2.31 0.94
H 4.47 1.24 2.40
H 3.26 2.43 1.89
H 4.26 1.61 0.68
H 2.16 -0.32 3.91
H 0.75 -0.88 3.01
H 0.96 0.84 3.35
H 4.11 0.57 -1.69
H 3.55 2.22 -2.01
H 3.93 1.14 -3.35
H 2.19 -1.84 -2.12
H 2.07 -1.42 -3.82
H 0.59 -1.56 -2.85
H 0.75 2.69 -3.29
H -0.39 1.33 -3.44
H 0.97 1.49 -4.56
H -1.95 2.26 -1.65
H -0.79 3.61 -1.66
H -2.29 3.74 -0.74
H -2.44 0.69 0.98
H -2.62 2.13 1.99
H -1.39 0.93 2.39
H 1.02 4.13 0.84
H 0.73 3.22 2.33
H -0.43 4.43 1.80
```

***

Below is 6 unconnected molecules or ions with the total composition C16H31Cl3O7, with properties calculated with the ωB97M-V functional and the def2-TZVPD basis.

Properties
highest occupied orbital energy: -9.348 eV
LUMO level: 0.47 eV
structure (SMILES): COC(=O)OC.ClC(Cl)Cl.CC(C)=O.CC(C)=O.CC(C)=O.CC(C)=O
net charge: 0

Structure (XYZ):
```
57
C16H31Cl3O7, DFT the ωB97M-V functional and the def2-TZVPD basis
C 1.94 -0.17 1.92
Cl 1.06 1.17 2.76
Cl 3.59 -0.32 2.58
Cl 2.00 0.24 0.21
H 1.40 -1.07 2.20
C -1.50 3.96 -2.05
O -1.18 2.61 -1.77
C -1.80 2.05 -0.74
O -2.71 2.51 -0.11
O -1.25 0.86 -0.51
C -1.62 0.12 0.63
H -2.58 4.12 -1.99
H -1.29 4.08 -3.11
H -1.00 4.66 -1.39
H -0.91 -0.71 0.64
H -2.57 -0.41 0.56
H -1.54 0.70 1.55
C 5.08 -1.17 -1.10
C 4.24 -1.20 -2.38
O 3.87 -2.26 -2.81
C 3.85 0.12 -2.95
H 5.61 -0.21 -1.05
H 5.85 -1.94 -1.05
H 4.33 -1.28 -0.33
H 3.24 0.00 -3.84
H 4.76 0.67 -3.22
H 3.32 0.77 -2.24
C 0.40 -1.24 -2.65
C -0.98 -1.81 -2.84
O -1.63 -2.19 -1.90
C -1.46 -2.04 -4.25
H 1.10 -2.02 -2.98
H 0.63 -1.04 -1.61
H 0.65 -0.39 -3.28
H -1.79 -1.11 -4.71
H -2.24 -2.80 -4.27
H -0.60 -2.41 -4.83
C -1.41 3.16 3.75
C -2.54 4.20 3.75
O -3.17 4.40 4.76
C -2.82 4.90 2.45
H -1.77 2.18 3.44
H -1.07 3.10 4.79
H -0.51 3.44 3.21
H -3.39 5.81 2.53
H -3.41 4.22 1.82
H -1.87 5.00 1.92
C -1.34 -4.69 2.99
C -0.55 -3.61 2.30
O -0.38 -2.54 2.85
C 0.06 -3.91 0.95
H -1.28 -5.65 2.48
H -2.38 -4.34 3.01
H -1.08 -4.72 4.04
H 0.76 -3.12 0.68
H -0.70 -3.85 0.16
H 0.57 -4.86 1.05
```

***

Below is a molecular structure, C16H31ClN7O3Sm, with properties calculated with the ωB97M-V functional and the def2-TZVPD basis.

Properties
2S+1: 6
highest occupied orbital energy (spin up / spin down): -14.786 / -14.785 eV
LUMO level (spin up / spin down): -5.75 / -5.44 eV
net charge: +2

Structure (XYZ):
```
59
C16H31ClN7O3Sm, DFT the ωB97M-V functional and the def2-TZVPD basis
Sm -0.71 -0.62 -0.57
N 0.24 -1.92 -2.53
C -0.76 -2.63 -3.36
C -1.91 -3.05 -2.46
N -2.58 -1.83 -1.92
H 0.94 -1.48 -3.12
H 0.74 -2.62 -1.98
H -0.34 -3.50 -3.86
H -1.12 -1.94 -4.13
H -1.51 -3.62 -1.62
H -2.60 -3.69 -3.01
H -3.30 -2.13 -1.27
H -3.09 -1.40 -2.68
C -4.46 -0.81 2.76
C -3.41 -0.88 1.71
N -3.21 0.01 0.80
O -4.03 1.09 0.96
C -2.49 -2.03 1.53
C -2.98 -3.43 1.59
N -1.32 -1.63 1.20
O -0.44 -2.40 0.51
H -4.46 0.19 3.22
H -4.31 -1.56 3.53
H -5.45 -0.94 2.33
H -3.94 1.61 0.15
H -3.12 -3.74 2.63
H -2.25 -4.10 1.14
H -3.95 -3.53 1.09
C 2.14 2.28 -2.69
N 2.96 1.70 -1.63
C 4.37 2.04 -1.72
C 2.45 0.79 -0.78
O 1.33 0.24 -1.04
N 3.12 0.47 0.34
C 2.76 -0.72 1.11
C 4.02 1.37 1.05
H 2.13 3.37 -2.60
H 1.12 1.90 -2.63
H 2.55 2.01 -3.67
H 4.67 1.97 -2.77
H 4.98 1.35 -1.15
H 4.57 3.06 -1.39
H 2.25 -1.45 0.50
H 2.12 -0.45 1.96
H 3.67 -1.17 1.50
H 3.97 2.38 0.65
H 5.06 1.02 1.01
H 3.72 1.40 2.10
Cl 0.70 1.65 4.46
C 0.34 2.17 2.86
C 0.65 3.45 2.43
C 0.36 3.78 1.12
C -0.19 2.83 0.28
N -0.49 1.59 0.70
C -0.25 1.28 1.97
H 1.09 4.17 3.11
H 0.56 4.78 0.74
H -0.40 3.06 -0.75
H -0.53 0.30 2.32
```

***

Below is a molecular structure, C16H31CoNP2S, with properties calculated with the ωB97M-V functional and the def2-TZVPD basis.

Properties
2S+1: 4
highest occupied orbital energy (spin up / spin down): -5.189 / -8.161 eV
LUMO level (spin up / spin down): 0.25 / 0.19 eV
net charge: 0

Structure (XYZ):
```
52
C16H31CoNP2S, DFT the ωB97M-V functional and the def2-TZVPD basis
P 0.06 2.26 -0.82
P 2.46 0.49 -0.08
C -0.30 0.50 -0.39
C 0.82 -0.10 0.47
H -0.41 -0.04 -1.34
H -1.27 0.44 0.12
H 0.70 0.21 1.52
H 0.81 -1.19 0.42
C 2.97 -0.57 -1.45
H 4.02 -0.34 -1.69
H 2.35 -0.38 -2.33
H 2.88 -1.61 -1.12
C 3.65 0.37 1.26
H 3.60 -0.64 1.68
H 3.41 1.11 2.03
H 4.65 0.57 0.87
C -0.98 2.62 -2.26
H -0.96 3.69 -2.49
H -2.01 2.30 -2.09
H -0.58 2.07 -3.13
C -0.59 3.19 0.62
H 0.06 3.04 1.49
H -1.61 2.86 0.86
H -0.60 4.26 0.38
Co 2.17 2.52 -0.91
C -0.90 -3.22 1.91
C -0.63 -3.59 0.65
C -1.61 -4.09 -0.37
C -3.07 -3.58 -0.24
C -3.21 -2.08 -0.13
C -3.16 -1.34 0.97
C -3.01 -1.84 2.38
C -2.25 -3.17 2.58
C 1.59 4.37 -1.63
H -0.07 -2.95 2.57
H 0.42 -3.65 0.33
H -1.64 -5.19 -0.36
H -1.24 -3.80 -1.36
H -3.58 -3.88 -1.17
H -3.57 -4.10 0.58
H -3.40 -1.59 -1.10
H -3.36 -0.26 0.89
H -4.00 -1.94 2.85
H -2.49 -1.06 2.96
H -2.07 -3.27 3.66
H -2.89 -4.01 2.29
H 2.20 5.06 -1.03
H 0.53 4.69 -1.62
H 1.96 4.35 -2.67
S 4.38 2.82 -0.96
C 4.73 4.31 -1.59
N 5.05 5.36 -2.03
```

***

Below is a molecular structure, C16H31IrNP2S, with properties calculated with the ωB97M-V functional and the def2-TZVPD basis.

Properties
2S+1: 6
highest occupied orbital energy (spin up / spin down): -10.826 / -14.274 eV
LUMO level (spin up / spin down): -6.10 / -10.20 eV
net charge: +2

Structure (XYZ):
```
52
C16H31IrNP2S, DFT the ωB97M-V functional and the def2-TZVPD basis
P 0.11 -4.02 -5.27
P 0.49 -0.64 -4.63
C -0.08 -2.56 -6.41
C 1.16 -1.83 -5.93
H -1.04 -2.13 -6.10
H -0.08 -2.79 -7.48
H 1.80 -2.48 -5.22
H 1.87 -1.39 -6.62
C -0.92 0.22 -5.52
H -0.82 1.30 -5.35
H -1.95 -0.04 -5.25
H -0.79 0.01 -6.60
C 1.68 0.74 -4.84
H 2.14 0.61 -5.83
H 2.49 0.91 -4.12
H 1.10 1.68 -4.87
C -1.39 -5.02 -5.43
H -1.71 -5.33 -4.42
H -1.22 -5.92 -6.04
H -2.19 -4.42 -5.88
C 1.38 -4.85 -6.38
H 1.65 -4.12 -7.16
H 0.95 -5.74 -6.87
H 2.33 -5.14 -5.91
Ir 0.56 -2.65 -3.66
C -0.40 4.58 -0.56
C -1.66 4.35 -0.91
C -2.26 4.54 -2.28
C -2.21 3.30 -3.20
C -1.24 2.19 -2.85
C 0.04 2.50 -2.67
C 0.63 3.87 -2.78
C 0.70 4.80 -1.55
C 1.44 -4.59 -3.31
H -0.06 4.69 0.47
H -2.37 3.99 -0.18
H -1.88 5.39 -2.83
H -3.32 4.76 -2.16
H -3.21 2.84 -3.27
H -1.91 3.63 -4.22
H -1.63 1.17 -2.88
H 0.76 1.70 -2.40
H 0.11 4.36 -3.61
H 1.69 3.75 -3.10
H 1.66 4.61 -1.02
H 0.75 5.83 -1.87
H 2.14 -4.25 -2.53
H 2.01 -5.19 -4.03
H 0.67 -5.23 -2.86
S 0.86 0.30 -0.02
C 0.63 -0.73 -1.21
N 0.52 -1.56 -2.07
```

***

Below is a molecular structure, C16H31MgNOP2, with properties calculated with the ωB97M-V functional and the def2-TZVPD basis.

Properties
highest occupied orbital energy (spin up / spin down): -7.102 / -7.103 eV
LUMO level (spin up / spin down): 0.16 / 0.16 eV
net charge: 0

Structure (XYZ):
```
52
C16H31MgNOP2, DFT the ωB97M-V functional and the def2-TZVPD basis
P -1.22 1.69 0.95
P -1.00 -0.32 -0.71
C -2.97 1.36 0.37
C -2.87 -0.01 -0.29
H -3.37 2.14 -0.31
H -3.58 1.37 1.28
H -3.15 -0.82 0.42
H -3.47 -0.11 -1.21
C -0.24 0.44 -2.20
H 0.63 -0.23 -2.35
H 0.24 1.44 -2.16
H -0.91 0.34 -3.06
C -1.50 -1.88 -1.57
H -2.19 -1.63 -2.38
H -1.99 -2.58 -0.87
H -0.63 -2.38 -2.00
C -2.43 4.04 -2.00
H -2.14 5.06 -1.73
H -3.50 3.95 -1.78
H -2.28 3.92 -3.08
C -1.20 0.74 2.48
H -0.19 0.35 2.66
H -1.93 -0.08 2.43
H -1.50 1.43 3.29
Mg -1.21 2.43 -1.23
C 3.22 -3.65 1.10
C 3.86 -2.64 0.51
C 3.33 -1.46 -0.26
C 2.44 -0.47 0.56
C 1.32 -1.08 1.31
C 0.37 -1.90 0.74
C 0.85 -3.18 0.11
C 1.74 -3.91 1.15
C -1.16 3.41 1.39
H 3.81 -4.42 1.62
H 4.96 -2.64 0.54
H 2.80 -1.74 -1.19
H 4.19 -0.86 -0.60
H 3.08 0.06 1.28
H 2.12 0.33 -0.14
H 1.28 -0.84 2.38
H -0.65 -1.98 1.18
H 1.40 -3.00 -0.82
H 0.01 -3.82 -0.18
H 1.37 -3.63 2.15
H 1.55 -4.99 1.07
H -0.19 3.66 1.81
H -1.91 3.62 2.15
H -1.32 4.03 0.50
O 3.23 3.64 -0.98
C 2.04 3.49 -1.11
N 0.85 3.32 -1.22
```

***

Energy above the lowest of the compared OMol25 structures with the same formula, charge and spin list, top to bottom, in eV: 2.234, 0.112, 13.940, 0.000, 0.000, 1.173, 0.000, 0.976, 2.444